Entry from the OMol25 dataset: a cluster of 2 separate species, C2H2O4S in total in a non-equilibrium geometry (ωB97M-V/def2-TZVPD).

Results
Orbital gap: 9.30 eV
LUMO: -0.805 eV
Electronic energy: -21129.5765 eV
Energy relative to the best compared isomer or geometry (same formula, charge and spin): 14.8 kcal/mol
Charge: 0

Geometry (Å):
C1 -0.9500 0.5674 0.6145
C2 -0.4195 0.7866 -0.8481
O1 -0.3192 0.1638 1.5458
O2 0.7064 -2.3933 0.3550
O3 -0.0440 1.8009 -1.3130
O4 1.9741 -0.3486 -0.3342
S1 1.5792 -1.2678 0.6955
H1 -2.0397 0.8098 0.7124
H2 -0.4872 -0.1186 -1.4280

Atom charges from the Löwdin analysis, given in e for atoms 1 to 2: C -0.1646; C -0.2532